[1]
C5H13NO | ωB97M-V/def2-TZVPD

Values from the calculation:
Energy relative to the best compared isomer or geometry (same formula, charge and spin), kcal per mole: 49.6
Structure (SMILES): CC/C=C(/C)N.O
Kohn-Sham gap, eV: 9.1
LUMO level, hartree: 0.02968
Maximum force, eV/A: 3.54
Highest occupied orbital energy, eV: -8.257
Calculated total energy, eV: -8931.8605

The geometry in ORCA input format:
```
! wB97M-V def2-TZVPD RIJCOSX def2/J DEFGRID3
* xyz 0 1
C 0.16 2.22 -0.85
C -0.58 1.03 -1.53
N -0.87 -0.79 0.89
C -0.10 -1.10 -0.33
C 0.19 -0.22 -1.32
C 0.79 -2.44 -0.20
H 0.49 1.97 0.13
H -0.39 3.06 -1.05
H 1.06 2.54 -1.39
H -1.51 0.87 -1.00
H -0.97 1.04 -2.55
H -1.32 -1.65 1.39
H -1.77 -0.21 0.71
H 0.99 -0.41 -2.08
H 1.42 -2.58 -1.13
H 0.22 -3.36 -0.01
H 1.42 -2.40 0.72
H -0.40 0.67 2.17
H 0.44 0.89 3.43
O 0.45 1.02 2.48
*
```

=====

[2]
C5H13NO | ωB97M-V/def2-TZVPD

Values from the calculation:
Energy relative to the best compared isomer or geometry (same formula, charge and spin), kcal per mole: 97.4
Structure (SMILES): C=CC.CCNO
Kohn-Sham gap, eV: 10.0
LUMO level, hartree: 0.03962
Maximum force, eV/A: 3.02
Highest occupied orbital energy, eV: -8.904
Calculated total energy, eV: -8929.7866

The geometry in ORCA input format:
```
! wB97M-V def2-TZVPD RIJCOSX def2/J DEFGRID3
* xyz 0 1
C -0.95 -1.15 -0.66
C -1.83 -0.10 -0.66
C -0.32 -1.68 -1.91
H -0.98 -1.86 0.17
H 0.46 -0.30 0.07
H -2.10 0.36 -1.60
H -0.30 -0.92 -2.69
H 0.70 -2.02 -1.73
H -0.93 1.20 -0.11
H -2.57 -0.03 0.13
H -0.89 -2.54 -2.29
C 1.95 0.49 1.51
C 0.99 0.72 0.35
O -0.60 1.51 1.86
N -0.05 1.66 0.54
H -0.65 2.41 2.20
H 1.51 0.99 -0.57
H 2.71 -0.23 1.22
H 1.43 0.10 2.38
H 2.43 1.42 1.79
*
```

=====

[3]
C5H13NO | ωB97M-V/def2-TZVPD

Values from the calculation:
Energy relative to the best compared isomer or geometry (same formula, charge and spin), kcal per mole: 27.8
Structure (SMILES): CN1CCCC1.O
Kohn-Sham gap, eV: 9.6
LUMO level, hartree: 0.03012
Maximum force, eV/A: 1.47
Highest occupied orbital energy, eV: -8.757
Calculated total energy, eV: -8932.8058

The geometry in ORCA input format:
```
! wB97M-V def2-TZVPD RIJCOSX def2/J DEFGRID3
* xyz 0 1
C -1.09 0.51 -1.35
N 0.04 -0.43 -1.40
C -0.22 -1.60 -0.58
C 1.12 0.38 -0.91
C 0.54 1.21 0.26
C -0.96 1.23 0.01
H -1.04 1.19 -2.20
H -2.03 -0.02 -1.45
H -0.68 -1.47 0.40
H -0.80 -2.32 -1.17
H 0.71 -2.17 -0.41
H 1.95 -0.25 -0.59
H 1.53 1.01 -1.70
H 0.77 0.81 1.25
H 1.05 2.18 0.20
H -1.37 2.24 -0.04
H -1.56 0.66 0.71
H 0.57 -0.71 2.29
H 1.04 -1.60 3.44
O 0.44 -0.87 3.24
*
```

=====

[4]
C5H13NO | ωB97M-V/def2-TZVPD

Values from the calculation:
Energy relative to the best compared isomer or geometry (same formula, charge and spin), kcal per mole: 30.1
Structure (SMILES): CC/C(C)=C/N.O
Kohn-Sham gap, eV: 9.2
LUMO level, hartree: 0.03464
Maximum force, eV/A: 1.13
Highest occupied orbital energy, eV: -8.255
Calculated total energy, eV: -8932.7060

The geometry in ORCA input format:
```
! wB97M-V def2-TZVPD RIJCOSX def2/J DEFGRID3
* xyz 0 1
C 2.05 -0.77 0.13
C 1.55 0.68 0.02
C 0.05 0.78 -0.17
C -0.78 0.73 0.88
N -2.20 0.90 0.84
C -0.44 0.53 -1.58
H 3.14 -0.76 0.20
H 1.64 -1.25 1.02
H 1.71 -1.36 -0.72
H 1.77 1.23 0.94
H 2.08 1.26 -0.73
H -0.31 0.53 1.84
H -2.48 0.93 -0.13
H -2.44 1.72 1.38
H 0.27 -0.20 -2.00
H -0.28 1.31 -2.32
H -1.46 0.16 -1.62
H -1.94 -2.61 0.71
H -0.90 -1.46 0.86
O -1.04 -2.33 0.44
*
```

=====

[5]
C5H13NO | ωB97M-V/def2-TZVPD

Values from the calculation:
Energy relative to the best compared isomer or geometry (same formula, charge and spin), kcal per mole: 36.2
Structure (SMILES): C/C=C/NCC.O
Kohn-Sham gap, eV: 8.6
LUMO level, hartree: 0.03007
Maximum force, eV/A: 2.41
Highest occupied orbital energy, eV: -7.827
Calculated total energy, eV: -8932.4390

The geometry in ORCA input format:
```
! wB97M-V def2-TZVPD RIJCOSX def2/J DEFGRID3
* xyz 0 1
C 0.70 2.72 0.36
C 0.04 1.83 -0.67
C 0.43 0.57 -0.82
N -0.10 -0.45 -1.60
C -0.41 -1.77 -0.93
C 0.74 -2.33 -0.14
H 1.38 3.45 -0.07
H -0.07 3.30 0.86
H 1.33 2.19 1.06
H -0.85 2.25 -1.12
H 1.39 0.26 -0.39
H -0.91 -0.13 -2.11
H -0.75 -2.34 -1.78
H -1.29 -1.58 -0.31
H 1.13 -1.61 0.56
H 1.53 -2.73 -0.77
H 0.32 -3.17 0.40
H -2.01 -0.22 3.13
H -0.91 0.17 2.10
O -1.67 -0.40 2.24
*
```

=====

[6]
C5H13NO | ωB97M-V/def2-TZVPD

Values from the calculation:
Energy relative to the best compared isomer or geometry (same formula, charge and spin), kcal per mole: 44.9
Structure (SMILES): CC/C=C(/C)N.O
Kohn-Sham gap, eV: 8.5
LUMO level, hartree: 0.01997
Maximum force, eV/A: 4.00
Highest occupied orbital energy, eV: -7.971
Calculated total energy, eV: -8932.0620

The geometry in ORCA input format:
```
! wB97M-V def2-TZVPD RIJCOSX def2/J DEFGRID3
* xyz 0 1
C -1.90 1.67 1.50
C -0.74 2.16 0.55
N 1.30 0.16 -0.31
C 0.07 0.38 -0.96
C -0.72 1.45 -0.81
C 0.12 -0.32 -2.38
H -1.92 2.29 2.39
H -1.85 0.61 1.69
H -2.81 1.83 0.93
H -0.78 3.26 0.49
H 0.26 2.09 0.96
H 1.76 -0.72 -0.43
H 1.12 0.45 0.65
H -1.54 1.65 -1.50
H -0.83 -0.93 -2.65
H 1.09 -0.74 -2.59
H -0.01 0.60 -3.01
H 3.03 -4.75 1.74
H 1.93 -5.76 1.50
O 2.43 -5.37 2.23
*
```